This record from OMol25 describes C41H98NO18Zn as an isolated structure. The level of theory is ωB97M-V with the def2-TZVPD basis set.

Each line ends with the Löwdin charge.
CARTESIAN COORDINATES (ANGSTROEM)
Zn -2.03 2.47 1.16  0.83
O -2.24 0.97 2.68  -0.13
O -0.61 2.05 -2.48  -0.10
O -0.93 5.61 6.47  0.02
O -1.52 -6.17 -3.10  -0.10
O -3.47 6.40 5.86  0.04
O -5.86 0.41 -5.27  -0.08
O 4.98 -6.88 -0.58  -0.08
O -0.56 3.71 2.24  -0.11
O 0.31 -4.42 -4.71  -0.09
O 8.03 2.77 2.66  -0.07
O 3.37 -1.17 4.23  -0.08
O 1.27 3.53 -4.56  -0.06
O -3.65 -4.48 -2.81  -0.10
O -1.77 3.76 -0.63  -0.11
O -5.71 0.24 1.60  -0.06
O -0.90 0.98 0.11  -0.27
O 1.21 5.51 0.54  -0.12
O -3.29 3.59 2.19  -0.15
N 0.10 0.00 -0.01  -0.12
C 5.63 2.42 2.09  -0.09
C 6.89 3.29 2.04  -0.34
C -0.30 -1.41 0.09  -0.48
C -2.67 4.33 3.08  -0.34
C -2.83 5.78 5.02  -0.33
C 0.69 -6.65 -2.00  -0.07
C 2.44 3.33 -3.83  -0.35
C 1.33 0.47 0.71  -0.43
C -2.60 0.94 4.04  -0.26
C -2.92 5.62 -1.78  -0.06
C -0.01 -3.20 -4.10  -0.30
C -4.19 -5.26 -0.52  -0.04
C -2.06 5.17 -0.59  -0.27
C -4.65 0.21 -4.55  -0.33
C -3.48 5.05 3.93  0.03
C -4.39 -1.66 1.06  -0.08
C -0.54 4.65 4.32  0.01
C -0.86 -1.83 1.47  -0.02
C 1.92 1.70 -0.03  -0.03
C 0.92 -2.26 -0.26  -0.13
C 6.06 -6.01 -0.28  -0.35
C -1.22 4.19 3.23  -0.41
C -4.81 -1.07 -3.73  -0.07
C -1.32 5.36 5.33  -0.33
C -1.58 1.51 -4.58  -0.07
C 4.16 -3.50 4.16  -0.08
C -4.65 -4.50 -1.81  -0.28
C 2.56 5.65 1.01  -0.29
C 2.47 -0.54 0.51  -0.18
C 3.65 3.37 -4.74  -0.10
C -1.28 -2.66 -4.80  -0.07
C -0.89 0.94 -3.33  -0.29
C -0.78 -6.28 -1.88  -0.33
C 2.08 -1.97 0.68  -0.19
C 5.77 -5.19 0.93  -0.10
C -5.21 -0.95 2.15  -0.31
C 2.57 6.92 1.87  -0.08
C 1.29 0.72 2.25  0.01
C -1.43 1.18 5.00  -0.05
C 3.74 -2.31 5.00  -0.33
C -1.38 -1.81 -0.91  -0.04
H -1.84 -2.00 -4.13  0.04
H -3.65 -0.95 0.70  0.05
H -3.37 6.55 -1.42  0.07
H 6.99 -6.57 -0.19  0.11
H -3.56 -6.09 -0.82  0.06
H 2.94 1.99 0.22  0.07
H -1.76 -2.80 -0.66  0.08
H 1.87 1.45 -1.09  0.07
H -1.69 1.24 6.06  0.08
H 1.18 -6.08 -2.78  0.07
H 2.90 -2.69 0.57  0.11
H 0.04 0.45 -3.62  0.11
H -1.98 -3.48 -5.01  0.07
H 1.69 -2.12 1.70  0.08
H -2.78 5.24 0.23  0.10
H 5.29 2.08 3.07  0.07
H 4.59 3.40 -4.18  0.07
H -5.00 -1.84 -4.47  0.08
H 4.78 2.86 1.56  0.05
H -0.13 -5.09 -4.18  0.03
H 5.06 -4.39 0.73  0.07
H -2.86 -0.09 4.31  0.10
H 3.48 -3.56 3.31  0.07
H -5.74 1.22 -5.77  0.08
H -0.73 0.34 4.95  0.07
H -1.02 -1.63 -1.93  0.05
H -1.74 -1.27 1.76  0.05
H -4.51 1.06 -3.87  0.11
H 5.00 -6.96 -1.54  0.08
H -1.07 -5.48 -1.18  0.10
H 7.03 3.62 1.00  0.11
H -0.90 2.28 -4.96  0.06
H -4.60 -0.74 3.03  0.09
H 2.13 7.76 1.35  0.07
H -3.55 1.44 4.23  0.13
H -4.55 5.15 3.82  0.11
H 3.18 -0.46 -0.32  0.12
H -2.35 -1.32 -0.81  0.06
H 2.03 1.49 2.46  0.09
H 3.27 -0.35 1.24  0.11
H -3.60 -4.56 0.07  0.05
H 2.88 -2.59 5.62  0.10
H -5.55 -5.00 -2.18  0.11
H -2.40 -5.79 -2.96  0.04
H 0.81 -2.49 -4.23  0.11
H 3.60 4.29 -5.33  0.07
H 0.70 4.90 1.08  0.03
H -5.66 -0.91 -3.07  0.08
H -0.78 2.02 4.77  0.06
H 5.50 -5.79 1.80  0.08
H -5.11 -5.56 -0.03  0.08
H -1.13 -2.14 -5.74  0.07
H 6.26 -5.32 -1.10  0.11
H -2.31 5.85 -2.65  0.07
H 1.31 2.58 0.15  0.07
H -2.51 2.00 -4.32  0.07
H -1.49 0.39 2.49  0.04
H 2.72 4.74 1.59  0.10
H -4.93 -3.46 -1.64  0.09
H -0.28 -3.30 -3.04  0.08
H 4.38 -1.95 5.80  0.11
H 2.83 -1.53 3.52  0.03
H 1.57 -0.19 2.78  0.05
H -1.46 0.14 -2.86  0.08
H -1.72 0.79 -5.37  0.07
H -0.29 1.64 -1.66  0.04
H 1.11 -6.50 -1.00  0.08
H -1.20 -7.14 -1.34  0.10
H -1.00 3.70 -1.20  0.08
H 6.60 4.24 2.50  0.10
H 4.23 -4.46 4.68  0.07
H -4.87 -1.92 0.11  0.06
H -3.84 0.18 -5.27  0.09
H 5.17 -3.35 3.78  0.07
H 7.87 2.61 3.60  0.09
H 0.60 -3.30 -0.19  0.11
H 3.56 7.20 2.26  0.06
H 0.62 2.90 -4.24  0.03
H 0.52 4.55 4.50  0.11
H 2.49 2.50 -3.12  0.10
H 6.73 -4.72 1.15  0.08
H 0.76 -7.69 -2.28  0.08
H -1.06 -2.89 1.66  0.09
H -6.01 -1.55 2.60  0.11
H -4.01 -4.09 -3.61  0.09
H -0.14 -1.58 2.26  0.07
H 2.16 6.66 2.85  0.07
H 0.30 1.11 2.51  0.05
H 1.27 -2.07 -1.28  0.12
H -3.90 -2.56 1.45  0.07
H -1.24 5.81 -0.27  0.12
H 5.88 1.43 1.68  0.07
H 2.61 4.24 -3.24  0.11
H -3.66 4.84 -1.89  0.08
H 3.15 5.62 0.09  0.10
H -3.97 -1.36 -3.10  0.05
H 3.53 2.58 -5.48  0.07
H -6.53 -0.02 1.17  0.08

DFT total energy	-4809.21128	hartree
2S+1	1
total charge	-1
ΔE to the lowest compared entry with this formula, charge and spin	0.000	eV

---

This record from OMol25 describes one molecule with the formula C3H6FO5P. The level of theory is ωB97M-V with the def2-TZVPD basis set.

Each line ends with the natural charge from an NBO analysis.
CARTESIAN COORDINATES (ANGSTROEM)
P 0.92 0.43 0.48  2.40
F 3.01 0.67 1.71  -0.09
O -0.27 -2.67 -1.93  -0.49
O 0.95 -1.04 0.88  -1.06
O 0.15 1.30 1.73  -0.77
O 2.53 1.00 0.45  -0.36
O 0.06 0.76 -0.93  -0.77
C -1.25 0.89 1.85  -0.28
C 0.20 -0.28 -1.93  -0.18
C -0.76 -1.55 -1.68  0.39
H -1.24 -0.09 2.46  0.21
H -0.17 0.18 -2.92  0.22
H -1.82 -1.46 -1.28  0.15
H 1.27 -0.62 -2.11  0.23
H -1.77 0.75 0.85  0.19
H -1.81 1.72 2.39  0.21

DFT total energy	-935.21713	hartree
2S+1	1
total charge	0
structure (SMILES)	CO[P@](=O)(OF)OCC=O

---

Calculated values (eV/A) of max |F| for the records, taken in order: 3.43, 4.56.
Calculated values (eV) of E_HOMO for the records, taken in order: -4.77, -10.41.
Calculated values (Ha) of Kohn-Sham gap for the records, taken in order: 0.2420, 0.3743.